(i)
Here is an isolated molecule of C10H21N5O4 from OMol25. Energies are from ωB97M-V with the def2-TZVPD basis set.

Structure (XYZ):
```
40
Properties=species:S:1:pos:R:3:lowdin_charge:R:1
H -0.39 -4.13 -2.45 0.110
N -1.42 -4.27 -3.00 0.068
C -2.30 -4.13 -2.05 -0.573
N -3.64 -4.07 -2.47 0.099
N -1.96 -3.87 -0.72 0.035
C -0.73 -3.11 -0.41 -0.269
C -0.91 -2.00 0.51 -0.195
C 0.35 -1.37 1.22 -0.124
C 1.17 -0.28 0.51 -0.205
N 0.39 0.92 0.34 0.097
C 0.96 2.15 0.18 -0.370
O 2.11 2.35 -0.36 0.026
C 0.07 3.21 0.79 -0.275
N -1.29 2.85 1.06 0.026
C 0.71 3.81 2.13 -0.388
C 1.62 4.99 1.94 -0.050
O -0.29 4.06 3.10 -0.027
C 1.69 -0.78 -0.89 -0.482
O 1.51 -1.89 -1.23 0.129
O 2.46 0.07 -1.56 0.136
H -3.58 -4.32 -3.43 0.064
H -3.99 -3.17 -2.29 0.064
H -2.79 -3.80 -0.20 0.097
H -0.36 -2.87 -1.45 0.082
H 0.14 -3.81 -0.10 0.149
H -1.51 -1.25 0.01 0.113
H -1.54 -2.36 1.40 0.135
H 1.01 -2.21 1.51 0.124
H -0.04 -0.86 2.17 0.133
H 2.05 0.07 1.19 0.190
H -0.57 1.10 0.69 0.121
H 0.01 3.97 -0.05 0.176
H -1.85 3.64 0.93 0.057
H -1.38 2.55 2.14 0.163
H 1.19 2.97 2.68 0.159
H 2.69 4.79 1.64 0.109
H 1.10 5.93 1.49 0.114
H 1.69 5.38 3.00 0.088
H -0.66 4.84 2.83 0.044
H 2.16 0.95 -1.25 0.050
```

Output
**Lowest unoccupied orbital energy**: 0.17 eV
**SMILES**: [H]/N=C(/N)NCCC[C@H](NC(=O)[C@@H](N)[C@@H](C)O)C(=O)O
**Gap between HOMO and LUMO**: 8.685 eV

---

(ii)
Here is an isolated molecule of C10H21N5O4 from OMol25. Energies are from ωB97M-V with the def2-TZVPD basis set.

Structure (XYZ):
```
40
Properties=species:S:1:pos:R:3:lowdin_charge:R:1
H 1.69 -1.32 0.53 0.065
N 1.14 -1.26 -0.32 0.133
C 0.79 -2.45 -0.65 -0.543
N 1.29 -3.68 -0.17 0.092
N -0.21 -2.78 -1.50 0.048
C -0.85 -1.64 -2.11 -0.201
C 0.08 -0.86 -3.02 -0.169
C -0.27 0.70 -3.05 -0.127
C 0.23 1.48 -1.82 -0.278
N 1.59 1.32 -1.29 0.013
C -0.79 1.41 -0.62 -0.417
O -2.04 1.47 -0.73 0.000
N -0.22 1.16 0.55 0.105
C -0.99 0.88 1.73 -0.130
C -1.68 2.25 2.27 -0.394
O -1.21 2.67 3.36 0.038
O -2.59 2.89 1.58 0.131
C -0.16 0.16 2.84 -0.370
C 1.10 0.81 3.26 -0.031
O -0.98 -0.03 3.98 -0.036
H 0.89 -4.13 0.60 0.057
H 2.27 -3.48 0.31 0.140
H -0.03 -3.57 -2.08 0.129
H -1.76 -1.91 -2.69 0.136
H -1.23 -1.00 -1.33 0.102
H 1.12 -0.93 -2.67 0.085
H -0.05 -1.09 -4.09 0.106
H 0.30 1.08 -3.95 0.123
H -1.30 0.89 -3.22 0.093
H 0.22 2.58 -2.08 0.162
H 1.96 0.34 -1.54 0.082
H 2.27 1.84 -1.79 0.070
H 0.66 0.76 0.29 0.076
H -1.88 0.20 1.44 0.176
H -2.68 2.37 0.70 0.115
H 0.00 -0.89 2.52 0.141
H 1.90 0.37 2.81 0.046
H 1.24 1.87 3.13 0.088
H 1.11 0.79 4.31 0.078
H -0.94 0.75 4.51 0.067
```

Output
**Lowest unoccupied orbital energy**: 0.39 eV
**SMILES**: [H]/N=C(\N)NCCC[C@H](N)C(=O)N[C@H](C(=O)O)[C@@H](C)O
**Gap between HOMO and LUMO**: 9.657 eV

---

Verdict on stability: (ii) comes out on top.

---

(i)
Here is an isolated molecule of C2H4N4S from OMol25. Energies are from ωB97M-V with the def2-TZVPD basis set.

Structure (XYZ):
```
11
Properties=species:S:1:pos:R:3:lowdin_charge:R:1
N -1.31 0.25 -1.20 0.079
N -0.28 -0.06 -0.36 -0.175
C 0.98 -0.51 -0.77 -0.152
N 1.86 -0.56 0.16 0.066
N 1.10 -0.30 1.33 0.024
C -0.15 0.20 1.04 -0.856
S -1.40 0.58 1.99 0.594
H -1.22 1.23 -1.33 0.090
H -2.23 -0.14 -1.16 0.095
H 1.17 -0.71 -1.85 0.139
H 1.48 0.02 2.15 0.094
```

Output
**Lowest unoccupied orbital energy**: 0.75 eV
**SMILES**: Nn1cn[nH]c1=S
**Gap between HOMO and LUMO**: 9.195 eV

---

(ii)
Here is an isolated molecule of C2H4N4S from OMol25. Energies are from ωB97M-V with the def2-TZVPD basis set.

Structure (XYZ):
```
11
Properties=species:S:1:pos:R:3:lowdin_charge:R:1
S 0.88 -1.87 -1.12 0.599
C 1.17 -0.88 0.36 -0.550
C 0.24 0.34 0.55 -0.435
N -0.67 0.41 1.41 0.057
N -1.60 1.38 1.08 0.069
N -1.15 1.78 -0.11 -0.054
N -0.08 1.22 -0.46 0.066
H 0.12 -0.66 -1.92 0.012
H 1.28 -1.58 1.14 0.037
H 2.27 -0.62 0.36 0.075
H -1.59 2.52 -0.51 0.122
```

Output
**Lowest unoccupied orbital energy**: 0.50 eV
**SMILES**: SCc1nn[nH]n1
**Gap between HOMO and LUMO**: 9.669 eV

---

Verdict on stability: (i) comes out on top.

---

(i)
Here is an isolated molecule of C2H4N4S from OMol25. Energies are from ωB97M-V with the def2-TZVPD basis set.

Structure (XYZ):
```
11
Properties=species:S:1:pos:R:3:lowdin_charge:R:1
H 1.12 -1.83 -1.12 0.029
N 1.67 -1.25 -0.48 0.122
C 1.02 -0.25 -0.06 -0.485
C 1.46 0.79 0.87 -0.087
N 0.53 1.60 1.20 0.045
N -0.64 1.17 0.63 -0.072
N -0.31 0.16 -0.34 -0.486
S -1.53 -0.91 -0.79 0.818
H 2.48 0.91 1.26 0.119
H -1.12 1.96 0.15 0.135
H -1.68 -1.55 0.36 -0.138
```

Output
**Lowest unoccupied orbital energy**: 0.47 eV
**SMILES**: [H]/N=c1/cn[nH]n1S
**Gap between HOMO and LUMO**: 9.397 eV

---

(ii)
Here is an isolated molecule of C2H4N4S from OMol25. Energies are from ωB97M-V with the def2-TZVPD basis set.

Structure (XYZ):
```
11
Properties=species:S:1:pos:R:3:lowdin_charge:R:1
C -1.39 -0.27 -0.68 -0.169
C -0.26 -0.51 0.05 -0.169
N -1.46 0.54 -1.65 -0.090
N -1.76 1.09 -2.60 0.261
N 0.72 0.29 0.45 -0.762
N 1.62 -0.39 1.34 -0.017
S 1.14 1.79 0.06 0.498
H -2.34 -0.88 -0.69 0.155
H -0.42 -1.34 0.73 0.119
H 2.44 -0.45 0.73 0.070
H 1.69 0.13 2.25 0.103
```

Output
**Lowest unoccupied orbital energy (alpha / beta)**: -0.29 / -0.29 eV
**Gap between HOMO and LUMO (alpha / beta)**: 7.131 / 7.125 eV

---

Verdict on stability: (i) comes out on top.

---

(i)
Here is a cluster of 2 separate species, C6H16N in total from OMol25. Energies are from ωB97M-V with the def2-TZVPD basis set.

Structure (XYZ):
```
23
Properties=species:S:1:pos:R:3:lowdin_charge:R:1
C 0.40 -0.88 2.36 -0.022
C 0.61 -0.59 0.87 -0.396
C -0.54 0.03 0.24 0.171
C -0.59 0.86 -0.93 -0.358
C -1.21 2.23 -0.63 -0.007
C 0.81 0.99 -1.62 -0.035
N 0.88 -1.84 0.08 0.131
H 1.07 -1.68 2.67 0.094
H -0.64 -1.15 2.59 0.093
H 0.61 0.00 2.97 0.096
H 1.46 0.07 0.73 0.138
H -1.25 -3.33 -1.17 0.012
H -1.49 -0.17 0.75 0.164
H -1.17 0.34 -1.70 0.180
H -2.26 2.11 -0.39 0.093
H -0.72 2.74 0.19 0.096
H -1.16 2.89 -1.49 0.103
H 0.70 1.62 -2.51 0.094
H 1.12 0.00 -1.95 0.085
H 1.59 1.43 -0.98 0.094
H 0.12 -2.05 -0.56 0.015
H -1.37 -3.69 -1.81 0.061
H 0.93 -2.62 0.72 0.097
```

Output
**Lowest unoccupied orbital energy**: -6.80 eV
**Total charge**: +1
**Gap between HOMO and LUMO**: 7.817 eV

---

(ii)
Here is a cluster of 2 separate species, C6H16N in total from OMol25. Energies are from ωB97M-V with the def2-TZVPD basis set.

Structure (XYZ):
```
23
Properties=species:S:1:pos:R:3:lowdin_charge:R:1
C 0.40 1.55 -0.21 -0.102
C 0.71 0.27 0.59 -0.299
C 1.26 0.54 2.01 -0.267
C 1.90 -0.70 2.63 -0.108
H -0.57 1.97 0.07 0.079
H 0.37 1.35 -1.29 0.047
H 1.15 2.31 0.00 0.085
H 1.47 -0.35 0.08 0.108
H -0.22 -0.30 0.71 0.094
H 0.44 0.93 2.61 0.116
H 2.00 1.35 1.95 0.112
H 1.16 -1.50 2.77 0.075
H 2.24 -0.52 3.65 0.078
H 2.72 -1.04 2.00 0.074
C -2.16 -0.96 -2.02 -0.119
C -2.69 0.25 -2.01 0.090
N -0.70 -1.17 -1.84 0.197
H -2.70 -1.86 -2.27 0.123
H -3.61 0.46 -2.54 0.092
H -2.21 1.12 -1.58 0.072
H -0.17 -0.33 -2.05 0.134
H -0.48 -1.43 -0.87 0.140
H -0.33 -1.94 -2.40 0.181
```

Output
**Lowest unoccupied orbital energy**: -3.73 eV
**Total charge**: +1
**Gap between HOMO and LUMO**: 10.975 eV

---

Verdict on stability: (ii) comes out on top.